Entry 1:
{
  "formula": "CF2O3S",
  "method": "ωB97M-V with the def2-TZVPD basis set",
  "spin_multiplicity": 3,
  "charge": 0,
  "s_squared": 2.012,
  "molar_mass_g_mol": 130.07,
  "e_homo_ev": [-9.291, -12.494],
  "lumo_ev": [0.578, -5.217],
  "symbols": ["S", "F", "F", "O", "O", "O", "C"],
  "coordinates": [[1.706, -0.676, 0.579], [-1.086, -1.203, -0.297], [-0.663, 0.671, -1.276], [0.624, 0.228, 0.922], [2.751, 0.062, -0.125], [-2.056, 0.765, 0.410], [-1.276, 0.153, -0.213]]
}


Entry 2:
{
  "formula": "C20H50F6N3O10PPb",
  "method": "ωB97M-V with the def2-TZVPD basis set",
  "charge": 0,
  "molar_mass_g_mol": 844.79,
  "e_homo_ev": -7.772,
  "lumo_ev": 0.495,
  "symbols": ["Pb", "P", "F", "F", "F", "F", "F", "F", "O", "O", "O", "O", "O", "O", "O", "O", "O", "O", "N", "N", "N", "C", "C", "C", "C", "C", "C", "C", "C", "C", "C", "C", "C", "C", "C", "C", "C", "C", "C", "C", "C", "H", "H", "H", "H", "H", "H", "H", "H", "H", "H", "H", "H", "H", "H", "H", "H", "H", "H", "H", "H", "H", "H", "H", "H", "H", "H", "H", "H", "H", "H", "H", "H", "H", "H", "H", "H", "H", "H", "H", "H", "H", "H", "H", "H", "H", "H", "H", "H", "H", "H"],
  "coordinates": [[-0.554, -0.585, -0.633], [1.539, -3.269, -1.418], [1.421, -4.888, -1.141], [2.615, -3.291, -0.121], [0.351, -2.985, -0.417], [2.775, -3.567, -2.441], [0.396, -3.389, -2.510], [1.595, -1.635, -1.588], [-0.372, -0.327, -3.217], [2.959, -0.812, 2.726], [-3.356, 2.354, 1.913], [-2.541, 0.682, -1.154], [-0.189, 1.396, -4.704], [-2.193, -2.501, -1.470], [1.891, -2.820, 2.852], [1.004, -1.203, 1.542], [0.824, -0.409, -5.067], [1.417, 3.484, 0.677], [-0.640, 1.606, 1.074], [-2.137, -1.621, 1.267], [1.352, 1.266, -1.180], [0.743, -3.728, 2.752], [-1.080, 2.245, -4.074], [0.980, -1.813, -5.134], [2.626, 2.951, 0.076], [-2.176, 2.629, 2.695], [-1.383, 3.444, -5.024], [5.295, -0.478, 3.029], [1.894, -1.587, 2.294], [-3.748, -3.170, 1.986], [-3.186, -2.987, -0.499], [-2.762, -2.648, -2.805], [2.353, 1.453, -0.150], [3.492, 0.597, -0.636], [-2.655, -2.909, 0.945], [0.026, 0.205, -4.234], [-1.072, 1.556, 2.450], [-4.386, 3.285, 1.996], [0.205, 1.789, 3.280], [1.473, 4.763, 1.237], [4.082, -1.372, 3.352], [5.089, 0.469, 3.526], [-3.429, -4.027, -0.715], [0.736, 2.067, -1.164], [2.036, 5.422, 0.576], [1.404, -2.098, -6.097], [-4.003, 4.243, 1.645], [5.504, -0.286, 1.976], [1.917, 1.152, 0.803], [-1.983, 1.761, -3.702], [0.647, 2.781, 3.185], [-3.376, -3.160, 3.010], [1.020, -4.732, 3.075], [-0.583, 2.536, -3.148], [2.944, 3.478, -0.823], [6.199, -0.965, 3.396], [-0.141, -3.470, 3.337], [-4.523, -2.413, 1.864], [-1.945, 4.255, -4.562], [-1.807, 3.600, 2.362], [4.300, -2.360, 2.944], [-0.049, 1.712, 4.337], [-4.168, -2.514, -0.474], [-4.745, 3.452, 3.012], [1.005, 1.066, 3.122], [0.300, -3.878, 1.768], [3.415, 2.985, 0.828], [-1.377, 2.007, 0.511], [1.540, -2.197, -4.281], [-0.435, 3.888, -5.329], [-3.619, -2.004, -3.004], [1.764, 1.353, -2.098], [2.030, 4.849, 2.170], [3.207, -0.455, -0.596], [-2.902, -1.007, 1.025], [-1.755, -3.494, 1.137], [-2.451, 2.689, 3.748], [3.964, -1.366, 4.435], [-5.236, 3.033, 1.362], [3.899, 0.802, -1.626], [4.345, 0.840, -0.003], [-3.305, 1.050, -1.639], [-4.171, -4.155, 1.789], [-0.052, -2.138, -5.005], [-1.529, 0.581, 2.617], [-0.048, 2.423, 1.057], [0.467, 5.128, 1.440], [-1.978, -1.616, 2.264], [-2.049, -2.428, -3.600], [-1.748, 3.057, -5.976], [-3.201, -3.625, -3.008]]
}


Entry 3:
{
  "formula": "C4H6O2",
  "method": "ωB97M-V with the def2-TZVPD basis set",
  "charge": 0,
  "molar_mass_g_mol": 86.09,
  "e_homo_ev": -8.866,
  "lumo_ev": -0.420,
  "symbols": ["O", "O", "C", "C", "C", "C", "H", "H", "H", "H", "H", "H"],
  "coordinates": [[-0.334, 1.842, 0.377], [-1.599, -1.166, -1.107], [0.111, -0.382, 1.047], [-0.370, 0.629, 0.165], [-1.561, -0.076, -0.597], [1.359, 0.038, -0.597], [0.018, -1.428, 0.777], [-2.482, 0.513, -0.413], [1.766, 1.022, -0.879], [2.118, -0.530, -0.094], [0.990, -0.502, -1.479], [0.137, -0.113, 2.118]]
}


Entry 4:
{
  "formula": "C24H41Cl4N8O28",
  "method": "ωB97M-V with the def2-TZVPD basis set",
  "charge": -3,
  "molar_mass_g_mol": 1031.43,
  "e_homo_ev": -1.648,
  "lumo_ev": 2.330,
  "symbols": ["Cl", "Cl", "Cl", "Cl", "O", "O", "O", "O", "O", "O", "O", "O", "O", "O", "O", "O", "O", "O", "O", "O", "O", "O", "O", "O", "O", "O", "O", "O", "O", "O", "O", "O", "N", "N", "N", "N", "N", "N", "N", "N", "C", "C", "C", "C", "C", "C", "C", "C", "C", "C", "C", "C", "C", "C", "C", "C", "C", "C", "C", "C", "C", "C", "C", "C", "H", "H", "H", "H", "H", "H", "H", "H", "H", "H", "H", "H", "H", "H", "H", "H", "H", "H", "H", "H", "H", "H", "H", "H", "H", "H", "H", "H", "H", "H", "H", "H", "H", "H", "H", "H", "H", "H", "H", "H", "H"],
  "coordinates": [[2.622, 8.741, 2.624], [3.599, -5.289, 6.805], [7.383, 5.200, -2.669], [7.014, 2.325, 5.040], [1.754, 9.242, 3.648], [-2.053, -1.520, -12.967], [8.892, -3.939, -4.933], [7.731, 3.545, 4.767], [-7.413, 6.871, 4.802], [3.526, -5.154, 5.404], [-5.613, 3.569, -2.907], [-5.004, 5.579, -2.253], [4.735, -4.433, 7.248], [-4.075, -1.051, -13.606], [2.585, 7.305, 2.399], [7.198, 3.783, -2.687], [2.404, -4.843, 7.465], [2.422, 9.467, 1.374], [8.427, 5.661, -3.549], [-7.251, 5.069, 6.047], [1.636, -4.192, -8.928], [7.798, 1.454, 5.831], [-4.390, -2.899, 5.410], [3.855, -6.631, 7.153], [4.030, 8.910, 2.989], [9.033, -3.436, -7.010], [6.832, 1.584, 3.864], [6.141, 5.758, -2.978], [2.926, -4.626, -7.276], [-5.994, -1.895, 6.513], [7.725, 5.676, -1.364], [5.838, 2.571, 5.846], [-3.134, -1.806, -13.392], [-6.837, 5.816, 5.134], [2.715, -4.359, -8.445], [0.463, 0.298, -1.822], [-5.222, -2.841, 6.307], [9.073, -3.142, -5.835], [-5.679, 4.773, -2.960], [0.100, 0.388, 0.426], [9.171, -1.697, -5.434], [-2.624, -7.377, 0.455], [0.791, 0.638, -3.189], [0.031, 4.011, 9.736], [-2.338, 4.624, 9.519], [0.156, -1.006, 0.042], [-2.963, -7.685, -2.314], [-0.334, 2.679, 9.724], [0.278, 1.174, -0.727], [3.896, -4.406, -9.310], [-0.972, 4.950, 9.655], [-3.819, -7.128, -0.157], [-1.703, 2.322, 9.665], [-5.026, -3.825, 7.385], [-5.629, 5.416, 4.326], [-4.002, -7.281, -1.517], [0.322, -1.002, -1.346], [-2.714, 3.299, 9.521], [-3.395, -3.297, -13.620], [-0.026, 0.854, 1.759], [-1.740, -7.964, -1.674], [-0.381, 0.497, -4.168], [-6.557, 5.313, -4.062], [-1.531, -7.785, -0.283], [4.530, -5.233, -8.990], [-0.642, -8.008, 0.289], [-3.107, -7.811, -3.377], [1.648, 0.085, -3.573], [0.343, 2.252, -0.729], [-5.401, -3.344, 8.289], [-0.651, 5.977, 9.561], [-1.931, 1.271, 9.758], [-4.947, -7.093, -2.004], [4.399, -3.440, -9.346], [-0.161, 0.769, -5.201], [-6.896, 6.274, -3.675], [1.175, 1.657, -3.125], [10.054, -1.242, -5.884], [-5.946, 5.773, 3.346], [-5.826, 5.406, -4.865], [-1.016, 0.840, 2.216], [0.568, -1.888, -1.913], [8.224, -1.274, -5.769], [-1.327, 0.907, -3.817], [3.479, -4.680, -10.279], [-7.312, 4.579, -4.346], [-2.922, -3.488, -14.583], [-3.121, 5.367, 9.500], [-3.770, 3.094, 9.617], [9.276, -1.744, -4.350], [-2.624, -7.253, 1.528], [-4.479, -3.331, -13.506], [-2.805, -3.801, -12.854], [0.780, 0.421, 2.352], [-4.613, -6.808, 0.502], [-5.660, 4.333, 4.450], [-4.755, 5.891, 4.771], [-3.981, -3.919, 7.683], [-0.910, -8.352, -2.246], [0.442, 1.934, 9.818], [1.079, 4.265, 9.670], [-5.558, -4.766, 7.242], [0.262, 1.904, 1.811], [0.090, -1.824, 0.745], [-0.669, -0.553, -4.218]]
}


Entry 5:
{
  "formula": "C12H24F4LiN2O14S7",
  "method": "ωB97M-V with the def2-TZVPD basis set",
  "charge": -1,
  "molar_mass_g_mol": 727.73,
  "e_homo_ev": -6.245,
  "lumo_ev": 1.005,
  "symbols": ["S", "S", "S", "S", "S", "S", "S", "F", "F", "F", "F", "O", "O", "O", "O", "O", "O", "O", "O", "O", "O", "O", "O", "O", "O", "N", "N", "C", "C", "C", "C", "C", "C", "C", "C", "C", "C", "C", "C", "Li", "H", "H", "H", "H", "H", "H", "H", "H", "H", "H", "H", "H", "H", "H", "H", "H", "H", "H", "H", "H", "H", "H", "H", "H"],
  "coordinates": [[0.748, 3.785, -3.325], [4.100, 5.287, 2.416], [-0.687, -1.026, 4.584], [3.557, -2.074, 0.168], [3.458, -1.260, -2.018], [-3.205, -3.378, -1.887], [1.808, 5.060, 2.361], [0.799, 3.850, 1.806], [1.898, -1.189, -2.555], [3.526, -1.378, 1.612], [5.312, 4.492, 3.025], [3.903, 6.357, 3.416], [2.569, -3.129, 0.469], [-4.472, -3.027, -2.638], [-0.813, -1.350, 3.161], [-2.376, -2.293, -1.267], [3.798, -2.644, -2.378], [4.969, -2.358, 0.133], [0.211, 0.034, 4.977], [2.068, 3.783, -2.678], [4.047, -0.189, -2.774], [1.251, 5.312, 3.664], [4.683, 5.649, 1.103], [-0.329, 2.866, -2.865], [1.610, 6.105, 1.350], [3.197, 4.081, 2.468], [2.973, -0.840, -0.460], [-2.396, -0.842, 5.357], [-0.487, -2.634, 5.503], [-0.033, 5.431, -3.517], [-1.460, -5.424, -2.205], [-2.969, -2.258, 5.527], [-0.573, 5.508, -4.949], [-2.083, -4.308, -3.074], [-3.513, -4.802, -0.756], [0.475, 4.903, -5.852], [-2.115, -5.516, -0.784], [-1.807, -3.111, 6.101], [0.871, 3.548, -5.215], [0.108, -0.181, -0.265], [0.129, 4.750, -6.875], [-4.316, -5.408, -1.176], [-3.771, -4.398, 0.223], [1.828, 3.052, -5.382], [-2.748, -4.859, -3.739], [-3.225, -2.669, 4.551], [-1.421, -5.002, -0.119], [-0.769, 5.648, -2.743], [0.053, 2.869, -5.455], [-3.904, -2.318, 6.083], [-2.241, -0.448, 6.361], [-1.509, -6.430, -2.621], [-0.994, 6.480, -5.206], [-1.435, 4.841, -4.988], [-0.408, -5.164, -2.092], [0.256, -2.479, 6.285], [0.772, 6.140, -3.321], [-0.102, -3.389, 4.817], [-2.865, -0.095, 4.716], [-2.230, -6.543, -0.436], [-1.405, -3.674, -3.645], [1.359, 5.521, -6.005], [-1.715, -3.106, 7.187], [-1.962, -4.159, 5.844]]
}